Entry 1:
ORCA calculation (ωB97M-V/def2-TZVPD) on 10 unconnected molecules or ions with the total composition C6H32NO9 in a non-equilibrium geometry.

E_LUMO ... -2.49 eV
ΔE to the lowest compared entry with this formula, charge and spin ... 0.0 kcal per mole
Total charge ... +1
E_HOMO ... -12.349 eV

Last column: natural (NBO) charge in e.
Geometry (Å):
O (3.283, 0.310, -2.371)  -0.954
O (0.249, 0.054, -3.233)  -0.958
O (-1.545, 3.250, 1.672)  -0.965
O (-0.127, 0.935, 3.085)  -0.960
O (3.965, 0.005, 1.022)  -0.953
O (2.650, 2.503, 1.013)  -0.934
O (1.426, -2.603, -2.252)  -0.961
O (-3.290, 0.576, -1.632)  -1.003
O (-2.272, 3.069, -0.999)  -0.986
N (-1.071, -1.140, -1.167)  -0.736
C (-0.803, -2.589, 1.424)  0.054
C (-1.798, -2.306, 2.523)  -0.656
C (0.054, -1.393, 1.013)  -0.489
C (-0.780, -0.457, 0.181)  -0.022
C (-0.201, 0.911, -0.132)  -0.641
C (-0.787, -3.728, 0.744)  -0.436
H (4.304, 0.852, 1.331)  0.475
H (-0.379, -0.696, -1.799)  0.469
H (0.422, -0.580, -3.939)  0.498
H (1.068, 0.566, -3.170)  0.506
H (-0.551, 1.763, 2.819)  0.481
H (-2.116, 3.713, 2.302)  0.499
H (-1.789, -0.314, 0.538)  0.219
H (2.319, -2.245, -2.188)  0.481
H (1.578, -3.553, -2.188)  0.484
H (-0.272, 0.930, 4.034)  0.478
H (0.860, 1.068, -0.051)  0.182
H (-0.947, -2.144, -1.113)  0.438
H (-2.211, 3.978, -1.314)  0.491
H (-1.999, -0.852, -1.494)  0.464
H (-0.559, 1.355, -1.053)  0.254
H (2.015, 1.833, 0.737)  0.464
H (3.759, 1.036, -1.953)  0.492
H (4.478, -0.613, 1.558)  0.477
H (2.914, 2.215, 1.892)  0.470
H (0.569, -1.030, 1.896)  0.269
H (-1.349, -2.478, 3.504)  0.234
H (0.002, -3.870, 0.006)  0.181
H (-4.125, 0.658, -2.101)  0.492
H (-2.137, -1.273, 2.461)  0.212
H (0.913, -1.812, 0.478)  0.227
H (-0.697, 1.514, 0.627)  0.243
H (-3.070, 1.475, -1.314)  0.513
H (-1.520, -4.523, 0.691)  0.219
H (2.814, -0.127, -1.651)  0.467
H (-2.647, -2.988, 2.477)  0.227
H (-2.205, 3.184, -0.030)  0.498
H (-0.765, 3.826, 1.659)  0.498



Entry 2:
ORCA calculation (ωB97M-V/def2-TZVPD) on a gas-phase ion, C8H11N6 (charge +1).

Structure (SMILES) ... NC1=N[C@H]2C[C@@H](N1)[NH+]=C1N=CC=CN12
E_LUMO ... -3.80 eV
ΔE to the lowest compared entry with this formula, charge and spin ... 0.0 kcal per mole
Total charge ... +1
E_HOMO ... -12.663 eV

Last column: natural (NBO) charge in e.
Geometry (Å):
N (2.712, 1.213, 1.513)  -0.783
N (-2.269, -0.997, 0.898)  -0.452
N (-0.165, -1.660, 0.327)  -0.565
N (2.058, -0.775, 0.510)  -0.633
N (-0.958, 0.381, -0.487)  -0.338
N (1.191, 1.304, -0.175)  -0.603
C (-3.114, 1.092, 0.151)  -0.321
C (0.359, 0.644, -1.121)  0.110
C (-1.938, 1.300, -0.521)  0.144
C (1.960, 0.600, 0.578)  0.612
C (-3.235, -0.111, 0.859)  0.167
C (1.142, -1.502, -0.317)  0.107
C (0.915, -0.700, -1.595)  -0.446
C (-1.135, -0.751, 0.250)  0.624
H (-1.737, 2.191, -1.098)  0.246
H (0.179, 1.330, -1.956)  0.227
H (2.759, 2.217, 1.453)  0.423
H (1.859, -0.538, -2.111)  0.259
H (3.507, 0.741, 1.908)  0.399
H (2.544, -1.261, 1.247)  0.412
H (-0.357, -2.458, 0.917)  0.440
H (1.539, -2.502, -0.513)  0.241
H (-4.129, -0.366, 1.410)  0.230
H (0.221, -1.212, -2.260)  0.239
H (-3.905, 1.821, 0.132)  0.261



Entry 3:
ORCA calculation (ωB97M-V/def2-TZVPD) on a molecular structure, C6H13N in a non-equilibrium geometry.

E_LUMO ... -1.12 eV
ΔE to the lowest compared entry with this formula, charge and spin ... 149.6 kcal per mole
Total charge ... 0
E_HOMO ... -6.965 eV

Last column: natural (NBO) charge in e.
Geometry (Å):
N (0.056, 0.702, 1.493)  -0.687
C (-1.263, 2.251, 0.027)  -0.608
C (1.908, -0.953, -0.922)  -0.624
C (-0.450, -1.544, -0.207)  -0.476
C (-0.552, 0.914, 0.155)  -0.158
C (0.987, -1.298, 0.243)  -0.480
C (-0.972, -0.229, -0.711)  -0.107
H (1.415, -2.165, 0.805)  0.199
H (-0.464, -2.329, -0.925)  0.223
H (-2.025, -0.335, -0.985)  0.231
H (0.709, 1.458, 1.674)  0.338
H (0.781, -0.344, 1.050)  0.298
H (-0.616, 3.033, 0.366)  0.217
H (1.398, -0.274, -1.621)  0.184
H (-2.141, 2.226, 0.718)  0.226
H (2.154, -1.856, -1.546)  0.206
H (-1.631, 2.431, -1.040)  0.210
H (2.854, -0.472, -0.632)  0.214
H (0.236, 0.710, -0.567)  0.337
H (-1.016, -1.837, 0.744)  0.258



Entry 4:
ORCA calculation (ωB97M-V/def2-TZVPD) on 2 unconnected molecules or ions with the total composition C8H10F2O.

Structure (SMILES) ... Fc1ccc(F)cc1.COC
E_LUMO ... 0.98 eV
ΔE to the lowest compared entry with this formula, charge and spin ... 11.3 kcal per mole
Total charge ... 0
E_HOMO ... -9.125 eV

Last column: natural (NBO) charge in e.
Geometry (Å):
F (1.974, 0.139, -2.378)  -0.328
F (-2.207, -2.158, 0.231)  -0.328
O (-0.307, 1.372, 0.717)  -0.548
C (-0.357, -0.139, -2.145)  -0.251
C (0.935, -0.432, -1.730)  0.374
C (-1.168, -1.587, -0.417)  0.381
C (-0.760, 0.854, 1.952)  -0.253
C (1.195, -1.291, -0.671)  -0.267
C (1.022, 1.841, 0.833)  -0.253
C (-1.429, -0.728, -1.476)  -0.254
C (0.123, -1.880, -0.002)  -0.270
H (-0.516, 0.546, -2.988)  0.235
H (0.282, -2.566, 0.841)  0.235
H (-1.796, 0.503, 1.809)  0.196
H (2.234, -1.494, -0.377)  0.235
H (-0.143, 0.003, 2.286)  0.165
H (-0.756, 1.624, 2.742)  0.167
H (-2.468, -0.526, -1.770)  0.235
H (1.715, 1.032, 1.120)  0.165
H (1.327, 2.233, -0.152)  0.196
H (1.102, 2.653, 1.575)  0.167



Entry 5:
ORCA calculation (ωB97M-V/def2-TZVPD) on a single C5H6O2 molecule.

Structure (SMILES) ... C#C[C@H](C=O)CO
E_LUMO ... 0.74 eV
ΔE to the lowest compared entry with this formula, charge and spin ... 63.6 kcal per mole
Total charge ... 0
E_HOMO ... -9.957 eV

Last column: natural (NBO) charge in e.
Geometry (Å):
O (-2.163, -0.133, 0.439)  -0.707
O (-0.142, 1.801, 1.045)  -0.526
C (1.334, -0.428, -0.342)  -0.008
C (0.127, 1.547, -0.103)  0.474
C (2.227, -0.891, 0.322)  -0.221
C (0.036, 0.149, -0.710)  -0.431
C (-1.042, -0.790, -0.078)  -0.038
H (-0.110, 0.253, -1.793)  0.240
H (0.546, 2.320, -0.781)  0.124
H (-1.396, -1.468, -0.860)  0.188
H (-0.541, -1.400, 0.683)  0.177
H (-1.856, 0.346, 1.223)  0.484
H (2.979, -1.305, 0.954)  0.244



Entry 6:
ORCA calculation (ωB97M-V/def2-TZVPD) on a single C3H6O2 molecule.

E_LUMO (alpha / beta) ... -0.36 / -0.36 eV
ΔE to the lowest compared entry with this formula, charge and spin ... 104.6 kcal per mole
Total charge ... 0
E_HOMO (alpha / beta) ... -7.787 / -7.787 eV

Last column: natural (NBO) charge in e.
Geometry (Å):
O (-2.515, 0.548, -0.884)  -0.783
O (0.521, -0.669, 0.130)  -0.417
C (-0.351, 0.227, -0.185)  0.448
C (-1.357, 0.096, -1.247)  -0.099
C (1.486, -0.381, 1.158)  -0.258
H (2.420, -0.088, 0.674)  0.205
H (-0.702, 0.756, -1.973)  0.154
H (1.626, -1.301, 1.724)  0.214
H (-0.415, 1.129, 0.433)  0.173
H (1.120, 0.418, 1.810)  0.196
H (-1.266, -0.899, -1.747)  0.167